# 1
Below is one molecule with the formula C19H18BrNO4S in a non-equilibrium geometry, with properties calculated with ωB97M-V with the def2-TZVPD basis set.

Properties
E_tot: -4062.6053 Ha
Frontier orbital gap: 9.0 eV
Highest occupied orbital energy: -8.6880 eV
SMILES string: CCOC(=O)C1=CCN(S(=O)(=O)c2ccccc2Br)[C@H]1c1ccccc1
Molecular weight: 436.3 g mol⁻¹
Max |F|: 4.15 eV Å⁻¹
Spin multiplicity: 1
ΔE to the lowest compared entry with this formula, charge and spin: 55.4 kcal per mole

Structure (XYZ):
```
44
C19H18BrNO4S (ωB97M-V with the def2-TZVPD basis set)
C -5.23593 -1.92081 -1.23794
C -4.34449 -1.15252 -0.19958
O -2.99403 -1.34075 -0.60864
C -2.02934 -0.73663 0.31079
O -2.22380 -0.18050 1.40474
C -0.63089 -0.69236 -0.21243
C -0.03357 -1.77356 -0.68014
C 1.43178 -1.56002 -0.92626
N 1.52710 -0.08807 -0.53201
S 2.97116 0.68800 0.01402
O 4.03458 0.27491 -0.96037
O 2.76131 2.12077 0.03137
C 3.01606 -0.08852 1.68516
C 2.39290 0.53894 2.76301
C 2.44779 -0.05626 4.05890
C 3.14832 -1.19058 4.25344
C 3.73800 -1.83125 3.18514
C 3.72217 -1.30599 1.89526
Br 4.61695 -2.27425 0.52614
C 0.25063 0.47754 -0.14964
C -0.16737 1.44383 -1.15988
C -1.00374 2.52283 -0.70522
C -1.43456 3.49744 -1.60566
C -1.08281 3.37620 -3.04081
C -0.48955 2.19987 -3.42049
C 0.19164 1.36766 -2.53871
H -5.28773 -1.27267 -2.07329
H -4.65499 -2.86498 -1.56591
H -6.23832 -2.11799 -0.91517
H -4.59121 -0.10279 -0.26496
H -4.61430 -1.55843 0.77013
H -0.32492 -2.78764 -0.67019
H 2.14015 -2.09235 -0.29523
H 1.65281 -1.75674 -2.08937
H 1.72585 1.52309 2.61160
H 1.94287 0.45505 4.93176
H 3.32038 -1.56952 5.23949
H 4.41961 -2.65311 3.36662
H 0.20609 0.96258 0.80763
H -1.28902 2.48112 0.31889
H -2.01165 4.31920 -1.22365
H -1.28599 4.14838 -3.77584
H -0.43795 2.05898 -4.43951
H 0.74802 0.51190 -2.88319
```

# 2
Below is C36H32N3O6PS3Ta as an isolated structure, with properties calculated with ωB97M-V with the def2-TZVPD basis set.

Properties
E_tot: -3599.8487 Ha
<S²>: 0.759
Frontier orbital gap (spin up / spin down): 5.6 / 6.7 eV
Highest occupied orbital energy (spin up / spin down): -6.2954 / -7.4547 eV
Molecular weight: 910.8 g mol⁻¹
Max |F|: 0.59 eV Å⁻¹
Spin multiplicity: 2
ΔE to the lowest compared entry with this formula, charge and spin: 3.8 kcal per mole

Structure (XYZ):
```
82
C36H32N3O6PS3Ta (ωB97M-V with the def2-TZVPD basis set)
Ta 0.02415 0.31831 -0.12495
O -0.91723 -1.05240 1.24110
C -1.91458 -1.79618 1.25973
C -2.88246 -1.88667 0.22493
C -3.90820 -2.83803 0.30035
C -4.83945 -2.89668 -0.69750
C -4.79981 -2.00663 -1.78857
C -3.81693 -1.06341 -1.86900
C -2.81473 -0.97156 -0.86391
O -1.89570 -0.08837 -0.95951
N -5.89751 -3.90030 -0.63025
O -5.90661 -4.65634 0.32281
O -6.70900 -3.92488 -1.53594
H -2.05151 -2.43240 2.14284
H -3.96513 -3.52668 1.13337
H -5.56015 -2.08881 -2.55184
H -3.76676 -0.36649 -2.69478
C -0.14311 2.60082 -4.04786
C -0.20024 1.57506 -4.97995
C -0.15940 0.26244 -4.54707
C -0.05688 -0.02674 -3.18495
C 0.03280 0.99738 -2.22618
C -0.02344 2.30733 -2.69721
C -0.02630 -1.41721 -2.70075
C -0.28945 -2.50978 -3.56955
C -0.30868 -3.77295 -3.08383
C 0.02123 -4.01203 -1.72974
C 0.08520 -5.32076 -1.20089
C 0.49075 -5.52725 0.08506
C 0.86868 -4.42194 0.87316
C 0.79215 -3.14322 0.39411
C 0.32479 -2.90045 -0.91886
N 0.20333 -1.61480 -1.40871
H -0.18853 3.63274 -4.37537
H -0.27594 1.79410 -6.03712
H -0.19629 -0.52027 -5.29258
H 0.01549 3.12986 -1.99647
H -0.50891 -2.32725 -4.60871
H -0.54811 -4.61277 -3.72528
H -0.17832 -6.15066 -1.84526
H 0.54766 -6.52886 0.48944
H 1.24217 -4.58430 1.87652
H 1.11930 -2.31875 1.00421
C -0.70874 0.09290 3.84063
C 0.78330 0.14151 3.66747
C 1.55289 0.24974 4.85534
C 2.89815 0.39184 4.77695
C 3.52325 0.39156 3.51147
C 4.91970 0.55448 3.38088
C 5.48682 0.53181 2.14089
C 4.68712 0.32072 1.00655
C 3.32398 0.14272 1.09507
S 2.45691 -0.30493 -0.35584
C 2.70050 0.21494 2.37458
N 1.33403 0.12295 2.47008
H -0.98064 0.57997 4.77726
H -1.05237 -0.94192 3.89942
H -1.22347 0.58858 3.02522
H 1.04304 0.24774 5.80968
H 3.50419 0.50812 5.66789
H 5.51687 0.69874 4.27264
H 6.55411 0.66647 2.02260
H 5.14502 0.27959 0.02678
C -0.89354 3.56491 4.43091
C 0.28403 3.56592 3.48514
O -0.07008 4.26260 2.27357
P -0.21602 3.48281 0.89496
S -1.66206 2.12337 0.88909
S 1.43383 2.49908 0.35436
O -0.57899 4.69900 -0.05522
C 0.43218 5.52820 -0.67442
C 1.11378 6.44614 0.31540
H -0.61349 3.08800 5.37183
H -1.73061 3.02050 3.99341
H -1.21414 4.58512 4.64134
H 0.60676 2.55327 3.24004
H 1.13861 4.09839 3.90277
H -0.11418 6.09184 -1.42800
H 1.15711 4.88111 -1.17218
H 0.38200 7.04594 0.85545
H 1.78797 7.11331 -0.22380
H 1.70094 5.87984 1.03793
```

# 3
Below is a 2-piece molecular cluster, C4H13NP overall in a non-equilibrium geometry, with properties calculated with ωB97M-V with the def2-TZVPD basis set.

Properties
E_tot: -555.9102 Ha
Frontier orbital gap: 7.4 eV
Highest occupied orbital energy: -13.3575 eV
Molecular weight: 106.1 g mol⁻¹
Max |F|: 5.02 eV Å⁻¹
Total charge: +1
Spin multiplicity: 1
ΔE to the lowest compared entry with this formula, charge and spin: 103.2 kcal per mole

Structure (XYZ):
```
19
C4H13NP (ωB97M-V with the def2-TZVPD basis set)
C 1.68198 -0.63277 -1.26702
C 0.64938 0.81196 1.83794
C -1.53606 0.93636 0.84807
C 0.83854 0.55397 -1.08013
N -0.36966 0.11305 1.05599
P -0.69236 -1.55222 1.44934
H 1.17105 -1.56353 -1.43060
H 2.21965 -0.39454 -2.20379
H 2.39890 -0.77725 -0.42319
H 1.55023 0.39577 1.70007
H 0.67166 1.81892 1.40435
H 0.30419 1.00128 2.90311
H -2.31992 0.59951 0.26271
H -2.01123 1.18080 1.89143
H -1.14524 1.92531 0.63326
H -0.09255 0.41275 -1.60999
H 1.24961 1.51275 -0.78209
H -0.70274 -2.05851 0.22284
H 0.73258 -2.02336 1.23827
```

# 4
Below is C35H37BCaF5N2O6SSe as an isolated structure in a non-equilibrium geometry, with properties calculated with ωB97M-V with the def2-TZVPD basis set.

Properties
E_tot: -5918.3984 Ha
Frontier orbital gap: 5.6 eV
Highest occupied orbital energy: -3.4591 eV
Molecular weight: 838.6 g mol⁻¹
Max |F|: 1.26 eV Å⁻¹
Total charge: -1
Spin multiplicity: 1
ΔE to the lowest compared entry with this formula, charge and spin: 36.8 kcal per mole

Structure (XYZ):
```
89
C35H37BCaF5N2O6SSe (ωB97M-V with the def2-TZVPD basis set)
Ca -1.11529 -0.59681 -0.60519
C -4.74798 -0.62914 -0.60176
O -3.49777 -0.60150 0.04401
C -3.52819 -0.24045 1.40974
C -3.32908 1.26065 1.51089
O -2.23398 1.54281 0.66802
C -2.20030 2.81007 0.06950
C -1.22588 2.67173 -1.08516
O -1.63070 1.63800 -1.95567
C -2.57486 2.01572 -2.93210
H -5.34707 -1.45104 -0.19308
H -4.55443 -0.81649 -1.65642
H -5.27327 0.32671 -0.48476
H -2.71464 -0.78711 1.89711
H -4.45853 -0.57300 1.88779
H -3.12520 1.57657 2.54333
H -4.21618 1.80091 1.14901
H -1.86840 3.59786 0.76134
H -3.21056 3.06592 -0.28675
H -0.25187 2.37355 -0.69950
H -1.10586 3.62480 -1.61923
H -2.15535 2.78574 -3.59128
H -3.49885 2.39371 -2.47453
H -2.80386 1.12036 -3.50685
Se -2.63656 -3.52895 0.59405
C -2.83771 -3.31022 2.46771
C -4.09454 -3.31361 3.08193
C -4.24259 -3.15046 4.44651
C -3.13558 -2.96642 5.26217
C -1.87767 -2.95006 4.67266
C -1.73572 -3.11655 3.30952
H -4.97037 -3.45805 2.45842
H -5.23571 -3.16466 4.88057
H -3.24702 -2.84458 6.33145
H -0.99622 -2.80867 5.28412
H -0.74720 -3.10164 2.86555
C 3.36669 4.17703 1.18209
C 3.62819 4.15339 -0.31336
C 2.69711 3.23999 -1.09535
N 2.93339 1.85685 -0.75060
C 2.66471 0.82677 -1.54520
S 1.87333 0.91933 -2.99932
N 3.08536 -0.41744 -1.08757
C 4.05116 -0.78914 -0.17755
O 4.08055 -1.92035 0.25821
C 5.10577 0.20499 0.20165
C 5.45627 0.30075 1.54380
C 6.45890 1.17802 1.92827
C 7.12980 1.92550 0.97273
C 6.80040 1.80470 -0.37103
C 5.77882 0.95297 -0.75787
H 4.05071 4.85855 1.68360
H 3.50202 3.20124 1.64683
H 2.34878 4.49245 1.40351
H 4.65988 3.84849 -0.50488
H 3.51771 5.16005 -0.72598
H 2.85981 3.34617 -2.17208
H 1.64551 3.49146 -0.90504
H 3.25130 1.66424 0.18605
H 2.56367 -1.20337 -1.47155
H 4.94149 -0.30680 2.27066
H 6.71862 1.26812 2.97160
H 7.91925 2.60015 1.27337
H 7.33287 2.37985 -1.11551
H 5.50398 0.86457 -1.80095
O -2.75512 -1.42981 -3.34625
B -1.47956 -1.76271 -2.72776
O -1.07977 -2.98442 -3.35553
C -2.03815 -3.34929 -4.22690
C -2.08703 -4.46573 -5.03239
C -3.20967 -4.60943 -5.84784
C -4.23016 -3.66745 -5.84581
C -4.17031 -2.54014 -5.02577
C -3.05839 -2.41002 -4.22565
H -1.29170 -5.19446 -5.01940
H -3.29025 -5.47664 -6.48783
H -5.09057 -3.81324 -6.48353
H -4.95943 -1.80353 -5.01422
F 0.91269 -2.40739 0.92817
C 1.22028 -1.25762 1.58433
C 0.70083 -0.06961 1.11903
C 1.10050 1.03550 1.83436
F 0.66326 2.29572 1.48853
C 1.95884 0.99851 2.92819
F 2.33391 2.11815 3.59846
C 2.44310 -0.23065 3.35061
F 3.28680 -0.29531 4.40629
C 2.07099 -1.38564 2.67799
F 2.54785 -2.56899 3.09124
```

# 5
Below is one molecule with the formula C2H5N3O2 in a non-equilibrium geometry, with properties calculated with ωB97M-V with the def2-TZVPD basis set.

Properties
E_tot: -393.7383 Ha
Frontier orbital gap: 8.1 eV
Highest occupied orbital energy: -7.5804 eV
Molecular weight: 103.1 g mol⁻¹
Max |F|: 1.53 eV Å⁻¹
Spin multiplicity: 1
ΔE to the lowest compared entry with this formula, charge and spin: 176.3 kcal per mole

Structure (XYZ):
```
12
C2H5N3O2 (ωB97M-V with the def2-TZVPD basis set)
C -1.11564 -0.01187 -1.14309
N 1.37605 -0.00253 1.43761
N 0.22179 -0.20750 -0.56982
C 0.53247 0.74143 0.67193
N 0.31166 -1.08793 1.48842
O 0.40791 -1.53960 0.12743
O 0.08254 1.85150 0.68926
H 1.49710 0.39792 2.36247
H 0.97007 -0.24513 -1.26640
H -1.83088 -0.27213 -0.36621
H -1.22553 1.03562 -1.42174
H -1.22753 -0.65978 -2.00987
```

# 6
Below is C4H8S2 as an isolated structure in a non-equilibrium geometry, with properties calculated with ωB97M-V with the def2-TZVPD basis set.

Properties
E_tot: -953.4212 Ha
Frontier orbital gap: 8.1 eV
Highest occupied orbital energy: -8.1729 eV
Molecular weight: 120.2 g mol⁻¹
Max |F|: 7.60 eV Å⁻¹
Spin multiplicity: 1
ΔE to the lowest compared entry with this formula, charge and spin: 103.8 kcal per mole

Structure (XYZ):
```
14
C4H8S2 (ωB97M-V with the def2-TZVPD basis set)
C -0.58472 0.26591 1.95777
C -0.37945 0.29807 0.52708
C 0.77828 -0.32736 -0.39874
C 1.19038 0.09677 -1.86692
H -1.44208 1.09509 2.09737
H 0.26122 0.23033 2.65205
H -1.07666 -0.67169 2.48216
H -0.16149 1.45192 0.34675
H -2.15405 -1.06022 -0.38965
H 1.86480 1.00212 -1.81158
H 0.17901 0.10455 -2.63173
H 2.05712 -0.92580 -2.00278
S -1.79212 0.24400 -0.79667
S 1.25976 -1.80368 -0.16511
```

# 7
Below is C23H28BrIrN3O2 as an isolated structure, with properties calculated with ωB97M-V with the def2-TZVPD basis set.

Properties
E_tot: -3886.0834 Ha
Frontier orbital gap: 7.3 eV
Highest occupied orbital energy: -10.3169 eV
Molecular weight: 650.6 g mol⁻¹
Max |F|: 0.40 eV Å⁻¹
Total charge: +1
Spin multiplicity: 1
ΔE to the lowest compared entry with this formula, charge and spin: 14.0 kcal per mole

Structure (XYZ):
```
58
C23H28BrIrN3O2 (ωB97M-V with the def2-TZVPD basis set)
Ir -0.43492 0.49923 -0.37151
C -1.66123 -4.71996 -0.91037
C -1.42129 -3.65359 0.11967
C -1.64612 -3.85795 1.47752
C -1.40141 -2.83893 2.37477
C -0.94695 -1.62128 1.89357
Br -0.59189 -0.25037 3.12417
N -0.74464 -1.38668 0.59798
C -0.97036 -2.40326 -0.25894
H -1.88780 -5.67357 -0.43797
H -0.78558 -4.85561 -1.54519
H -2.50135 -4.45605 -1.55384
H -2.00416 -4.81572 1.83348
H -1.55290 -2.97160 3.43540
H -0.77641 -2.17994 -1.30000
O 2.53065 -0.42552 -6.62569
C 1.20010 0.03137 -6.52871
C 0.81018 0.10128 -5.08039
C -0.51141 0.33614 -4.71091
C -0.83344 0.43403 -3.37651
N 0.07929 0.30158 -2.40207
C 1.35512 0.03971 -2.74692
C 1.74591 -0.05643 -4.07415
C 2.27622 -0.16641 -1.60916
C 3.62948 -0.41813 -1.74747
C 4.41208 -0.60679 -0.61530
C 5.89039 -0.87808 -0.76225
O 6.50675 0.01137 -1.67148
C 3.79301 -0.53104 0.62448
C 2.43323 -0.28351 0.68663
N 1.68631 -0.10510 -0.40107
H 2.79374 -0.44512 -7.55034
H 0.50436 -0.63355 -7.05191
H 1.08991 1.03314 -6.96093
H -1.29049 0.45010 -5.45316
H -1.84304 0.62634 -3.04972
H 2.77171 -0.26221 -4.33718
H 4.09420 -0.45165 -2.72268
H 6.02869 -1.87463 -1.18485
H 6.37378 -0.86739 0.21823
H 6.58470 0.88051 -1.26453
H 4.35568 -0.66082 1.53939
H 1.91582 -0.21641 1.63458
C -3.93608 0.79964 1.07398
C -3.41284 1.60979 -0.12510
C -3.84438 3.07259 0.00773
C -3.96285 1.01191 -1.42103
C -1.92416 1.49071 -0.08518
H -5.02553 0.85746 1.11190
H -3.53876 1.18751 2.01336
H -3.64973 -0.25062 0.98515
H -4.93269 3.15023 -0.00935
H -3.44777 3.67357 -0.81238
H -3.48776 3.49952 0.94649
H -5.05396 1.04003 -1.41736
H -3.64807 -0.02778 -1.53476
H -3.62379 1.58311 -2.28807
H -1.37694 2.28652 0.50052
```

# 8
Below is one molecule with the formula C5H8O2 in a non-equilibrium geometry, with properties calculated with ωB97M-V with the def2-TZVPD basis set.

Properties
E_tot: -345.6164 Ha
Frontier orbital gap: 8.7 eV
Highest occupied orbital energy: -7.8237 eV
SMILES string: C[C@H]1O[C@H]2C[C@]21O
Molecular weight: 100.1 g mol⁻¹
Max |F|: 1.95 eV Å⁻¹
Spin multiplicity: 1
ΔE to the lowest compared entry with this formula, charge and spin: 118.3 kcal per mole

Structure (XYZ):
```
15
C5H8O2 (ωB97M-V with the def2-TZVPD basis set)
C -1.86509 -0.26888 -0.21006
C -0.72642 0.69590 -0.00831
O -0.27426 0.75123 1.40679
C 1.05322 0.63446 1.03293
C 1.14290 -1.00237 0.20602
C 0.69154 0.31246 -0.33590
O 1.33744 0.78554 -1.45485
H -1.50223 -1.29869 -0.30025
H -2.52309 -0.21681 0.66208
H -2.44641 -0.00914 -1.09863
H -0.93149 1.70241 -0.38567
H 1.79166 1.07367 1.68866
H 1.35418 -1.74861 -0.56342
H 0.87316 -1.56421 1.05947
H 2.02490 0.15303 -1.69885
```